Here is a molecular structure, C31H53As3BrMnN3Se at a distorted geometry from the OMol25 dataset. Energies are from wB97M-V/def2-TZVPD.

The geometry in XYZ format:
```
93
C31H53As3BrMnN3Se | the OMol25 dataset | wB97M-V/def2-TZVPD
Mn -1.47755 -1.38929 0.31439
C 1.77692 -2.72489 -1.28947
As 0.65010 -2.51650 0.25861
C -0.07840 -4.32255 0.42607
C 1.96723 -2.42180 1.71745
C 1.59121 -1.93021 3.13220
C 2.52784 -2.61540 4.14180
C 0.16016 -2.36118 3.52212
As -1.42886 -1.51813 2.73891
C -1.77479 0.06913 3.78461
C -2.77282 -2.74164 3.42051
C 1.69029 -0.39236 3.27473
As 3.45155 0.46448 3.47384
C 3.69395 0.96564 5.30580
C 5.03373 -0.46367 2.90377
H 2.36447 -1.83005 -1.47670
H 1.15914 -2.94299 -2.15894
H 2.44019 -3.56920 -1.10211
H 0.73263 -5.01768 0.64549
H -0.52966 -4.60344 -0.52539
H -0.82851 -4.40309 1.21336
H 2.80469 -1.84445 1.32076
H 2.30461 -3.45933 1.77585
H 2.28713 -3.67521 4.23345
H 2.42563 -2.17416 5.13582
H 3.57181 -2.55681 3.83221
H 0.02510 -2.24452 4.60030
H 0.04446 -3.42830 3.31405
H -1.67478 -0.17974 4.84055
H -2.80120 0.38082 3.59477
H -1.10800 0.88725 3.52197
H -2.40836 -3.16917 4.35390
H -2.98880 -3.54648 2.72040
H -3.68659 -2.18903 3.63225
H 1.22327 -0.07481 4.21147
H 1.17424 0.12529 2.46086
H 2.82221 1.50140 5.67393
H 4.58132 1.59039 5.39594
H 3.84088 0.03266 5.85772
H 4.90447 -0.94574 1.93948
H 5.27344 -1.18843 3.68374
H 5.83595 0.27230 2.84500
C -3.15361 3.76239 -1.23369
C -2.51707 3.79020 -2.62173
C -2.87668 2.59356 -3.49707
C -2.44854 1.23062 -2.95637
N -0.97347 1.10750 -2.86977
C -0.21646 1.00654 -1.77157
Se -0.88420 0.82307 -0.00087
N 1.08161 1.06891 -2.10292
C 2.23979 1.11020 -1.19348
C 3.02495 2.42306 -1.22967
C 2.46435 3.56745 -0.38606
C 1.09936 4.09240 -0.83030
C 1.17321 1.16785 -3.48955
C 2.27614 1.21305 -4.33768
C 2.00739 1.29073 -5.68780
C 0.68968 1.31343 -6.18099
C -0.40204 1.25804 -5.34013
C -0.12911 1.19022 -3.97695
H -3.04172 4.72607 -0.73829
H -2.70371 3.01476 -0.57367
H -4.22373 3.55090 -1.29578
H -1.42907 3.89393 -2.55142
H -2.85820 4.68363 -3.14408
H -2.44811 2.72731 -4.49024
H -3.95990 2.54706 -3.63662
H -2.79490 0.43095 -3.61101
H -2.84809 1.06133 -1.95609
H 2.89137 0.28203 -1.47694
H 1.85304 0.92169 -0.18862
H 3.13095 2.75702 -2.26350
H 4.03405 2.17871 -0.89069
H 3.18237 4.38599 -0.44033
H 2.43237 3.26641 0.66818
H 1.08271 4.27472 -1.90767
H 0.87105 5.03839 -0.34112
H 0.28273 3.40879 -0.58482
H 3.29300 1.18581 -3.97174
H 2.83287 1.33374 -6.38499
H 0.52354 1.37619 -7.24765
H -1.40775 1.25835 -5.73499
Br -3.74683 -2.48162 -3.84031
C -4.14413 -2.07761 -2.07225
C -5.45120 -2.01895 -1.59275
C -5.68083 -1.72023 -0.25156
C -4.61917 -1.48776 0.59983
N -3.36476 -1.54720 0.12789
C -3.13963 -1.82874 -1.16091
H -6.28219 -2.20315 -2.26335
H -6.69163 -1.66922 0.13135
H -4.75418 -1.24572 1.64368
H -2.07586 -1.88191 -1.51843
```

**Total energy**: -14209.5588 Ha
**Largest force on an atom**: 1.95 eV Å⁻¹
**Expectation value of S²**: 0.7518
**2S+1**: 2
**Charge**: +4

***

Here is 9 unconnected molecules or ions with the total composition C31H53BNO19S4 at a distorted geometry from the OMol25 dataset. Energies are from wB97M-V/def2-TZVPD.

The geometry in XYZ format:
```
109
C31H53BNO19S4 | the OMol25 dataset | wB97M-V/def2-TZVPD
O 3.65915 -1.75048 -1.27262
C 2.45386 -1.52484 -1.11552
O 1.90295 -0.65461 -0.28940
B 0.48300 -0.71023 -0.44707
O 0.27425 -1.60224 -1.60283
C 1.35538 -2.21338 -1.93559
O 1.44420 -3.17439 -2.71854
O -0.01924 0.67853 -0.64355
C -0.94043 0.99002 0.22102
O -1.51068 2.02957 0.42398
C -1.02019 -0.32669 1.19648
O -0.16358 -1.20906 0.76493
O -1.73797 -0.54565 2.20469
C 5.34670 -0.03011 -5.36933
C 4.68003 -0.58209 -6.60494
O 4.33819 0.22681 -7.38277
C 4.50185 -2.09372 -6.69721
H 6.26437 -0.61668 -5.32556
H 4.81960 -0.23565 -4.43766
H 5.50800 1.04789 -5.37355
H 5.11298 -2.63733 -5.97672
H 4.54755 -2.30588 -7.76538
H 3.55737 -2.51738 -6.35575
C 6.00548 -6.45627 -3.82705
C 5.13193 -7.15993 -4.80982
O 5.34467 -7.01935 -5.99366
C 4.05042 -8.09654 -4.22637
H 6.79434 -7.19517 -3.68626
H 5.48405 -6.46123 -2.86989
H 6.43496 -5.55758 -4.26977
H 3.22375 -7.54896 -3.77377
H 4.42837 -8.79099 -3.47605
H 3.60553 -8.71235 -5.00801
C 1.35243 3.54595 -7.61725
C 1.66783 3.58765 -6.12737
O 2.70007 3.98909 -5.64012
C 0.60334 3.02271 -5.20926
H 0.60082 4.16307 -8.10949
H 0.97275 2.56039 -7.88674
H 2.21019 3.54874 -8.28982
H 0.67777 3.59149 -4.28241
H 0.90799 1.99123 -5.03228
H -0.43705 3.02772 -5.53429
C -3.06203 3.11553 5.30024
C -2.34177 2.68923 6.50548
N -1.82932 2.31255 7.46692
H -3.72723 2.26664 5.14206
H -2.46161 3.12446 4.39057
H -3.51503 4.09978 5.41913
C -6.71069 -0.07055 0.17289
C -7.26094 0.09380 1.55411
C -8.37046 1.19082 1.58001
S -7.62230 2.56580 0.60972
O -6.67224 3.28740 1.48328
O -8.66422 3.28441 -0.10705
C -6.56732 1.40284 -0.48622
H -7.46195 -0.63097 -0.38355
H -5.79646 -0.65589 0.27120
H -6.38102 0.42122 2.10785
H -7.44463 -0.83751 2.08985
H -8.78436 1.52457 2.53153
H -9.19196 0.87576 0.93660
H -5.60325 1.83173 -0.75959
H -7.02835 1.36599 -1.47323
C 0.34272 7.55129 2.12968
C 0.32332 8.05348 0.69548
C 1.03407 6.91937 -0.10185
S 2.47231 6.31124 0.93967
O 3.68944 6.97140 0.53291
O 2.40563 4.89394 1.21494
C 1.86352 7.09329 2.47370
H -0.34310 6.71108 2.23836
H 0.12025 8.24591 2.93970
H 0.92222 8.96207 0.63315
H -0.71053 8.23076 0.39911
H 1.56329 7.25027 -0.99546
H 0.27748 6.14401 -0.22215
H 2.39737 8.03117 2.62702
H 2.08961 6.49963 3.35945
C -3.39491 -5.48667 2.62072
C -3.44946 -5.27743 1.17082
C -4.54462 -6.20414 0.51186
S -4.50815 -7.72703 1.57291
O -3.78746 -8.84044 0.97471
O -5.89749 -8.01257 2.05716
C -3.49278 -7.00868 2.94785
H -4.26879 -5.08978 3.13737
H -2.51850 -5.21477 3.20898
H -2.57169 -5.67899 0.66449
H -3.15173 -4.25452 0.94034
H -4.41599 -6.63133 -0.48266
H -5.52746 -5.73549 0.56189
H -2.49852 -7.44209 2.83977
H -3.84748 -7.19217 3.96207
C 3.59950 -0.31527 5.27821
C 2.22211 0.24517 5.31819
C 2.22518 1.84318 5.17164
S 3.78880 2.33658 6.07386
O 3.30844 2.53804 7.42897
O 4.47414 3.39540 5.24148
C 4.59329 0.69958 5.80578
H 3.74710 -0.50648 4.21531
H 3.54754 -1.32911 5.67511
H 2.01166 0.01028 6.36158
H 1.47611 -0.35205 4.79387
H 1.43849 2.55997 5.40707
H 2.47448 1.94430 4.11535
H 5.35198 0.47109 6.55430
H 5.04881 0.85678 4.82808
```

**Total energy**: -4315.0159 Ha
**Largest force on an atom**: 4.04 eV Å⁻¹
**Charge**: -1

***

Here is 8 unconnected molecules or ions with the total composition C31H53FN2O30S8 at a distorted geometry from the OMol25 dataset. Energies are from wB97M-V/def2-TZVPD.

The geometry in XYZ format:
```
125
C31H53FN2O30S8 | the OMol25 dataset | wB97M-V/def2-TZVPD
C 3.68621 1.54663 -3.56563
C 2.43597 1.17686 -3.81390
C 0.88824 0.66368 -3.82716
C 0.78554 -0.93602 -3.45060
C -0.20264 -1.08770 -2.17969
C 0.05204 -2.45321 -1.30946
C -0.12827 -3.61634 -2.42024
C -0.31450 -5.10503 -1.82188
F 0.21219 -6.07395 -2.76916
C -1.09163 -2.56360 -0.13476
C -2.12861 -1.32020 0.04200
C -1.50334 -0.04734 0.81312
N -1.91777 0.31150 2.04402
N -0.45753 -2.92248 1.20111
C 0.88364 -2.94323 1.15348
C 1.35592 -2.53313 -0.36035
C 2.50069 -3.64386 -0.64053
S 3.38575 -3.44616 -2.26850
C 4.08380 -5.10841 -2.80947
C 5.65290 -5.29586 -2.35650
C 2.22351 -1.21075 -0.06171
O 2.61182 -0.34828 -0.92396
O 2.63345 -1.01545 1.29511
H 4.58629 2.19253 -3.26544
H 0.50219 0.83329 -4.89666
H 0.32755 1.33499 -3.08224
H 0.40674 -1.56311 -4.35132
H 1.86438 -1.26188 -3.21868
H -1.28362 -1.17422 -2.61168
H -0.07509 -0.12719 -1.54208
H -1.10316 -3.34940 -3.00608
H 0.71374 -3.66634 -3.20257
H 0.05998 -5.24148 -0.73805
H -1.46722 -5.29396 -1.77588
H -1.84301 -3.45341 -0.24613
H -2.66865 -1.03952 -0.95424
H -2.98329 -1.72615 0.72917
H -0.70336 0.66733 0.35530
H -2.64609 -0.35863 2.35317
H -0.90784 -3.19115 2.09006
H 1.53582 -3.21748 2.06199
H 3.30926 -3.49291 0.18984
H 2.14641 -4.74032 -0.52090
H 3.48726 -5.99455 -2.34762
H 4.09885 -5.21720 -3.96684
H 5.98089 -6.37309 -2.63226
H 6.35610 -4.56593 -2.90299
H 5.72970 -5.21710 -1.19900
C 4.33701 -0.95230 -7.70195
C 5.02901 -0.23481 -6.55168
O 4.92942 -1.12834 -5.44427
S 4.96562 -2.65639 -5.99112
O 6.30818 -3.14844 -5.86409
O 3.82797 -3.35237 -5.46310
O 4.69164 -2.32826 -7.55834
H 3.24912 -0.87068 -7.62035
H 4.65668 -0.57590 -8.67514
H 4.56215 0.72279 -6.31704
H 6.09094 -0.07881 -6.76557
C 2.56218 1.48711 3.16078
C 1.14997 1.47436 3.72617
O 1.18204 2.38722 4.82501
S 2.24642 3.57162 4.49833
O 1.51906 4.70030 3.98735
O 3.16670 3.66886 5.59409
O 2.99549 2.84693 3.25439
H 3.23516 0.87277 3.76578
H 2.59429 1.14633 2.12427
H 0.84383 0.48189 4.05827
H 0.42827 1.85114 2.99489
C -1.69991 4.25472 3.91133
C -2.30981 5.53373 4.46397
O -3.65588 5.54043 3.98423
S -4.18332 4.00866 3.86795
O -4.93811 3.70105 5.05137
O -4.69500 3.80459 2.54369
O -2.73929 3.27601 3.98481
H -1.41796 4.37411 2.86115
H -0.83069 3.93122 4.48515
H -1.77625 6.42738 4.13196
H -2.34136 5.51492 5.55854
C 0.35022 9.87554 6.00192
C 1.50392 10.12396 5.04075
O 1.23601 9.28473 3.91751
S -0.37194 9.15378 3.72699
O -0.78487 10.09402 2.72514
O -0.70929 7.75944 3.67509
O -0.80679 9.73499 5.17811
H 0.49027 8.94215 6.55335
H 0.21764 10.69693 6.70783
H 2.47201 9.88172 5.48080
H 1.51226 11.16178 4.69353
C -4.35674 -3.80677 -5.53868
C -4.55594 -2.70410 -6.56912
O -4.43768 -1.48457 -5.83545
S -3.38506 -1.69960 -4.61767
O -2.10410 -1.20608 -5.03796
O -4.01452 -1.29063 -3.39500
O -3.34040 -3.32279 -4.65925
H -5.26597 -3.96838 -4.95244
H -4.04857 -4.74852 -5.99608
H -5.52735 -2.76507 -7.06108
H -3.76432 -2.72196 -7.32439
C -2.32682 -9.18843 -3.61313
C -2.16794 -7.80714 -2.99455
O -3.17646 -7.00572 -3.61046
S -4.46279 -7.94011 -3.94612
O -5.42208 -7.77998 -2.89077
O -4.79401 -7.77307 -5.33172
O -3.73531 -9.37996 -3.75538
H -1.87536 -9.22920 -4.60869
H -1.89653 -9.97249 -2.98789
H -1.17840 -7.38348 -3.17039
H -2.36674 -7.83192 -1.91837
C -1.81914 4.99941 8.93548
C -3.08587 5.81104 9.16726
O -2.64195 7.02856 9.76634
S -1.16805 7.39560 9.18981
O -1.32605 8.34289 8.12248
O -0.28781 7.61315 10.30010
O -0.82995 5.94808 8.53489
H -1.48012 4.52379 9.86041
H -1.95208 4.23855 8.16438
H -3.79561 5.29817 9.81740
H -3.57449 6.05906 8.21999
```

**Total energy**: -6864.5764 Ha
**Largest force on an atom**: 7.26 eV Å⁻¹
**Charge**: 0

***

Here is a molecular structure, C31H53N3O19PS2 at a distorted geometry from the OMol25 dataset. Energies are from wB97M-V/def2-TZVPD.

The geometry in XYZ format:
```
109
C31H53N3O19PS2 | the OMol25 dataset | wB97M-V/def2-TZVPD
N 4.17000 -0.12033 1.06239
P 3.24901 0.04205 -0.18919
S 2.38130 2.02704 -0.53286
O 1.17894 1.86391 -1.34460
O 3.48740 2.70733 -1.19764
N 2.11950 2.72831 0.85290
S 1.08410 2.11482 1.92234
O 1.30320 0.71087 2.21638
O 1.12236 3.03768 3.04551
C -0.57295 2.17703 1.26365
C -1.01554 0.96297 0.42382
O -1.76326 1.39502 -0.71301
C -1.92589 0.00422 1.21493
N -2.15548 -1.24030 0.47445
H 3.75920 -0.78167 1.70796
H 2.14130 -0.80956 -0.30693
H 3.94352 -0.04521 -1.40489
H -0.72050 3.13412 0.75788
H -1.19613 2.19262 2.16299
H -0.16261 0.37266 0.09049
H -1.18658 1.98108 -1.19891
H -2.88851 0.48153 1.43768
H -1.36027 -0.24098 2.11569
H -1.47186 -1.93150 0.73888
H -2.03847 -1.09833 -0.51939
O -1.54464 1.24388 4.23071
C -1.06994 2.03058 4.99813
O -1.39273 3.34258 4.96185
C -0.57334 4.08269 5.87497
C -0.12065 3.06261 6.91826
C -0.04732 1.78520 6.08261
H 0.25928 4.50423 5.30981
H -1.17108 4.89117 6.29293
H 0.81520 3.33617 7.40074
H -0.88420 2.95986 7.69211
H 0.91891 1.67312 5.58746
H -0.28278 0.87596 6.62883
O 0.23749 -2.58733 -0.33337
C 0.16700 -3.75169 -0.60873
O -0.02370 -4.18564 -1.86768
C -0.18833 -5.61730 -1.89281
C 0.47219 -6.10838 -0.60645
C 0.22881 -4.93398 0.33976
H -1.25811 -5.83549 -1.91426
H 0.28287 -6.01422 -2.78729
H 0.06577 -7.05637 -0.25713
H 1.54373 -6.23618 -0.77117
H -0.73503 -5.00387 0.84758
H 1.01316 -4.78399 1.07660
O 0.08453 2.36851 -7.77774
C 0.35924 2.85437 -6.71893
O 0.02553 4.13181 -6.41248
C 0.56406 4.49134 -5.12459
C 0.78935 3.17396 -4.39503
C 1.11011 2.23373 -5.55508
H 1.49559 5.03847 -5.28869
H -0.14604 5.14881 -4.62904
H 1.56016 3.22623 -3.62996
H -0.13287 2.85515 -3.90919
H 2.17348 2.23139 -5.80201
H 0.77875 1.21214 -5.39372
O -5.14915 1.33814 1.43791
C -4.91244 2.30999 2.09204
O -4.50361 3.47214 1.53372
C -4.15769 4.42257 2.55604
C -4.92437 3.97215 3.79571
C -4.95848 2.45744 3.59790
H -3.07805 4.38697 2.70830
H -4.43872 5.41377 2.20634
H -4.45177 4.29271 4.72070
H -5.93948 4.37489 3.77144
H -4.07019 1.96777 3.99589
H -5.84962 1.97745 3.99479
O 8.75272 3.84899 -1.39354
C 7.81900 4.56970 -1.19650
O 7.90957 5.91491 -1.39164
C 6.68569 6.55702 -0.99141
C 5.61923 5.46993 -1.05086
C 6.42855 4.22521 -0.70303
H 6.82176 6.94707 0.02057
H 6.50242 7.38987 -1.66705
H 4.77825 5.65145 -0.38647
H 5.23020 5.38081 -2.06548
H 6.47824 4.05571 0.37377
H 6.05013 3.32869 -1.18420
O -4.26317 -3.79407 -0.70831
C -5.21324 -3.11332 -0.46044
O -6.48053 -3.58585 -0.67022
C -7.44503 -2.56160 -0.39188
C -6.73732 -1.58755 0.54013
C -5.28587 -1.69313 0.07411
H -7.73198 -2.09266 -1.33699
H -8.32323 -3.03172 0.04721
H -7.14299 -0.57932 0.49400
H -6.81849 -1.93709 1.57085
H -5.05805 -1.00214 -0.73834
H -4.55530 -1.54391 0.86097
O 1.05189 -7.66052 -4.09398
C 1.97344 -8.25118 -3.61528
O 2.96388 -7.61332 -2.94889
C 3.99234 -8.53923 -2.56273
C 3.31219 -9.90530 -2.54686
C 2.26122 -9.74160 -3.64494
H 4.79569 -8.48393 -3.30015
H 4.38147 -8.23241 -1.59548
H 4.00649 -10.72726 -2.70639
H 2.81928 -10.05983 -1.58634
H 2.65046 -9.99009 -4.63353
H 1.34847 -10.30325 -3.46898
```

**Total energy**: -3944.7301 Ha
**Largest force on an atom**: 1.05 eV Å⁻¹
**Charge**: -1